(1)
The following is a quantum chemistry calculation of a gas-phase ion, C8H13NO3P (charge -1) at a distorted geometry, from the Open Molecules 2025 dataset.

The value obtained for the HOMO-LUMO gap is 8.81 eV. Its calculated total energy is -934.5904 a.u. The energy relative to the best compared isomer or geometry (same formula, charge and spin) is 0.0 kcal/mol. As for the charge: -1. Its SMILES is [H]/N=C(/C=C\C=C)[C@@H](CC)[P@](=O)([O-])O.

```
26
Properties=species:S:1:pos:R:3:forces:R:3
H 0.2536 -0.2597 -2.6749 -0.1 0.2 0.3
N 0.2218 -1.0095 -1.9826 0.1 -0.4 -0.4
C -0.1886 -0.6181 -0.8459 -0.3 -0.2 -0.5
C -0.2577 -1.5930 0.2585 -0.1 -0.4 0.3
C 0.7554 -2.0621 0.9843 -0.5 -0.1 0.0
C 2.1681 -1.7600 0.8409 0.4 -0.1 0.0
C 2.8069 -1.5495 -0.3018 0.1 -0.1 0.0
C -0.6065 0.7653 -0.5245 1.0 0.7 0.3
C -1.6412 0.9413 0.5695 -0.3 0.0 0.0
C -3.0451 0.5322 0.1315 0.2 0.1 0.1
P 1.0047 1.5699 0.0879 -0.4 0.9 -0.1
O 2.0276 1.5471 -0.9931 -0.1 0.0 -0.3
O 1.2724 1.1028 1.4647 -0.2 -0.1 0.3
O 0.4378 3.1487 0.1615 0.1 -0.6 0.3
H -1.2683 -1.8912 0.5214 0.0 0.0 0.1
H 0.5131 -2.7022 1.8302 -0.1 0.0 -0.1
H 2.7185 -1.7447 1.7751 0.1 0.1 0.0
H 3.8581 -1.3126 -0.3168 0.2 0.1 0.1
H 2.2930 -1.5697 -1.2456 -0.1 -0.1 -0.1
H -0.9073 1.2883 -1.4415 0.1 0.0 0.1
H -1.3235 0.3654 1.4397 0.0 0.1 0.0
H -1.6415 1.9931 0.8661 0.0 -0.1 0.0
H -3.7486 0.6197 0.9597 -0.1 0.0 0.0
H -3.0567 -0.4971 -0.2238 -0.1 -0.1 -0.1
H -3.3928 1.1709 -0.6804 -0.1 0.0 -0.1
H 0.7468 3.5247 -0.6601 0.2 0.3 -0.4
```
Positions in Å, forces in eV/Å.


(2)
The following is a quantum chemistry calculation of a molecular structure, C8H13NOsP at a distorted geometry, from the Open Molecules 2025 dataset.

The value obtained for the HOMO-LUMO gap (spin up / spin down) is 6.69 / 7.85 eV. The spin multiplicity is 5. Its calculated total energy is -798.8966 a.u. As for the charge: +1.

```
24
Properties=species:S:1:pos:R:3:forces:R:3
C -0.2330 1.4050 -1.5259 0.2 1.8 -2.6
C 0.1182 2.5653 -0.8649 -0.6 1.3 -1.9
C -0.2591 2.8846 0.4456 -0.1 0.7 0.8
C -0.8109 1.9174 1.3134 -1.3 0.4 0.5
C -1.1758 0.6224 0.9689 -2.5 2.2 3.0
Os 0.2042 0.2045 -0.1788 2.6 -2.9 1.2
P 1.3148 -1.1939 -1.5785 1.7 -1.3 -2.1
H -0.1144 1.3089 -2.6117 -0.2 0.2 0.3
H 0.5691 3.3644 -1.4973 -0.3 -0.5 0.6
H -0.2625 3.9389 0.7288 0.4 -0.5 0.2
H -1.6418 0.0060 1.7287 -0.3 0.0 -0.2
H -1.0875 2.2262 2.3303 0.3 0.1 -0.3
H 2.4190 -1.8759 -0.9600 -0.6 0.0 -0.5
H 1.9074 -0.7263 -2.8002 -0.3 -0.5 0.4
H 0.4233 -2.2350 -2.0214 0.7 0.3 0.1
C -0.6568 -4.6824 2.2284 -0.1 0.2 0.1
C -0.0764 -4.0962 0.9419 -0.4 -1.2 -0.7
C -0.2128 -2.6491 0.9622 2.7 2.1 0.4
N 0.1854 -1.5467 1.0355 -1.4 -2.9 -0.2
H -0.1113 -4.2358 3.0643 -0.3 -0.2 0.1
H -0.5815 -5.7678 2.2941 0.1 0.1 -0.2
H -1.7108 -4.3957 2.2746 0.1 -0.2 0.3
H 0.9847 -4.3658 0.7848 -0.3 0.5 0.3
H -0.5528 -4.4882 0.0302 -0.3 0.1 0.3
```
Positions in Å, forces in eV/Å.


(3)
The following is a quantum chemistry calculation of a gas-phase ion, C8H13O4S2 (charge -1) at a distorted geometry, from the Open Molecules 2025 dataset.

The value obtained for the HOMO-LUMO gap is 8.54 eV. Its calculated total energy is -1410.0077 a.u. The energy relative to the best compared isomer or geometry (same formula, charge and spin) is 10.9 kcal/mol. As for the charge: -1. Its SMILES is O=C(SCC1CCCCC1)S(=O)(=O)[O-].

```
27
Properties=species:S:1:pos:R:3:forces:R:3
O -2.7497 0.5281 -1.6763 0.0 0.0 -1.7
C -3.0340 0.5796 -0.5481 1.0 0.9 2.5
S -2.1750 1.9303 0.6142 -0.2 -0.7 0.0
C -0.4831 2.0079 -0.1527 -2.8 -1.4 -3.0
C 0.2195 0.6124 -0.3028 1.6 4.0 1.0
C 1.6103 0.8892 -0.8907 1.1 -0.5 0.5
C 2.4874 -0.3853 -0.8724 -0.7 -0.8 -1.9
C 2.5300 -1.2363 0.3724 -3.4 1.4 1.5
C 1.0286 -1.4359 0.8627 0.0 0.6 -0.4
C 0.2449 -0.0696 1.0442 0.6 -0.8 0.8
S -3.7863 -0.8040 0.4535 -1.8 0.5 0.4
O -4.6993 -1.4529 -0.4522 -0.1 -0.1 -0.5
O -4.4268 -0.2748 1.6447 0.4 0.4 -0.4
O -2.5513 -1.4881 0.6864 1.3 -0.8 0.2
H -0.7701 2.4957 -1.1395 0.9 -0.9 0.7
H 0.1232 2.7192 0.2936 1.0 1.2 1.6
H -0.3688 0.0421 -0.9403 -0.9 -1.2 -1.4
H 2.1866 1.6745 -0.3651 -0.6 -0.3 0.7
H 1.6673 1.3431 -1.8847 -0.7 -0.5 -0.3
H 3.4863 -0.1166 -1.0278 1.7 0.8 -0.6
H 2.2514 -0.9931 -1.8055 -0.1 0.3 1.2
H 3.0268 -2.1561 0.2849 0.7 -1.3 -0.5
H 3.0177 -0.6852 1.1519 0.6 0.4 0.5
H 0.5618 -1.8544 -0.0106 -0.5 -0.4 -0.5
H 0.8190 -2.2065 1.6240 0.5 0.6 0.2
H -0.8469 -0.2465 1.0978 0.8 -0.4 1.3
H 0.6305 0.5833 1.9386 -0.7 -1.1 -1.7
```
Positions in Å, forces in eV/Å.


(4)
The following is a quantum chemistry calculation of a single C8H14 molecule at a distorted geometry, from the Open Molecules 2025 dataset.

The value obtained for the HOMO-LUMO gap is 9.91 eV. Its calculated total energy is -313.1665 a.u. The energy relative to the best compared isomer or geometry (same formula, charge and spin) is 32.0 kcal/mol. Its SMILES is C/C=C/C=C/CCC.

```
22
Properties=species:S:1:pos:R:3:forces:R:3
C 3.0427 -2.1792 -2.2322 -0.9 -0.4 -0.2
C 1.9092 -1.1838 -2.0393 0.6 -1.1 0.5
C 1.2278 -1.1546 -0.8983 -0.5 1.3 -0.5
C 0.0697 -0.2251 -0.7742 0.3 -0.4 0.5
C -0.1170 0.6794 0.1749 0.0 -0.3 0.5
C -1.3118 1.5824 0.3131 -0.5 0.1 -0.4
C -1.6329 1.8726 1.7766 0.3 -0.4 0.4
C -2.2831 0.6376 2.4169 0.2 0.5 0.3
H 3.8977 -2.0635 -1.5707 0.1 0.3 -0.2
H 3.3150 -2.2873 -3.2741 0.5 0.4 -0.2
H 2.6155 -3.1554 -2.0096 0.1 -0.2 0.2
H 1.5892 -0.5989 -2.8917 0.0 0.2 0.1
H 1.4907 -1.7528 -0.0392 0.2 -0.1 0.1
H -0.6826 -0.3612 -1.5200 -0.5 0.2 -0.6
H 0.5946 0.7085 1.0029 0.1 0.2 -0.2
H -2.1750 1.0858 -0.1492 0.0 0.0 0.1
H -1.2116 2.4859 -0.2953 0.4 0.2 0.3
H -2.2652 2.7342 1.9473 -0.4 0.2 -0.4
H -0.7204 2.1529 2.3130 0.2 -0.3 -0.1
H -2.3208 0.7403 3.5019 -0.1 0.0 0.0
H -3.3084 0.5519 2.0566 0.0 -0.2 -0.1
H -1.7233 -0.2694 2.1905 -0.1 0.0 -0.1
```
Positions in Å, forces in eV/Å.


(5)
The following is a quantum chemistry calculation of a single C8H14 molecule at a distorted geometry, from the Open Molecules 2025 dataset.

The value obtained for the HOMO-LUMO gap is 9.69 eV. Its calculated total energy is -313.1326 a.u. The energy relative to the best compared isomer or geometry (same formula, charge and spin) is 53.2 kcal/mol. Its SMILES is C=C/C(=C/C)CCC.

```
22
Properties=species:S:1:pos:R:3:forces:R:3
C 1.8233 0.0629 2.4467 2.4 1.6 -0.9
C 0.8608 -0.5863 1.8228 -0.6 -1.0 2.5
C 0.5994 -0.6016 0.4136 0.1 -0.8 -2.1
C 0.6781 -1.7083 -0.3361 0.1 -2.8 2.0
C 0.4589 -1.9177 -1.7998 -0.4 -1.5 0.8
C 0.1524 0.6237 -0.2376 0.2 3.6 -1.4
C -1.3697 0.8758 0.0283 0.3 -1.1 -3.0
C -1.8672 2.1345 -0.7278 0.9 -0.9 0.3
H 2.5386 0.7803 1.8817 -1.3 -1.3 0.8
H 2.1616 -0.1394 3.4650 -0.7 0.2 -0.1
H 0.2136 -1.1951 2.4904 0.5 0.0 -0.6
H 0.8007 -2.7491 0.1764 0.1 2.1 -0.4
H 0.8125 -2.9722 -2.0608 -0.3 1.7 0.0
H 0.9329 -1.1310 -2.3337 0.3 0.4 -1.0
H -0.6266 -1.9108 -1.9404 0.1 0.1 -0.5
H 0.5272 1.5765 0.2028 0.6 -0.8 0.2
H 0.5512 0.7761 -1.3129 -1.2 -0.7 1.3
H -1.9244 0.0213 -0.4887 0.4 0.7 1.4
H -1.3726 0.8630 1.0954 -1.0 0.1 0.8
H -1.6221 1.8653 -1.7758 -0.2 0.9 0.4
H -2.9273 2.2682 -0.6346 -0.6 0.0 0.0
H -1.4015 3.0640 -0.3749 0.2 -0.2 -0.4
```
Positions in Å, forces in eV/Å.


(6)
The following is a quantum chemistry calculation of a single C8H14 molecule at a distorted geometry, from the Open Molecules 2025 dataset.

The value obtained for the HOMO-LUMO gap is 9.50 eV. Its calculated total energy is -313.1389 a.u. The energy relative to the best compared isomer or geometry (same formula, charge and spin) is 49.3 kcal/mol. Its SMILES is C=C(/C=C/C)CCC.

```
22
Properties=species:S:1:pos:R:3:forces:R:3
C -0.9692 0.7522 1.7271 -0.5 1.3 0.8
C -0.2869 0.2033 0.7251 0.0 -0.6 0.1
C -0.7995 -1.0930 0.2110 -0.2 1.7 -0.7
C -0.1101 -2.0198 -0.4405 0.3 -1.3 1.2
C -0.5514 -3.4688 -0.5141 -0.4 0.3 0.1
C 1.0593 0.7422 0.3164 0.4 1.3 0.2
C 1.0706 2.2526 -0.1045 -2.1 -0.6 -1.1
C 0.4351 2.4932 -1.5016 0.3 -1.7 -0.6
H -1.9924 0.5764 2.0473 0.1 -1.0 -0.4
H -0.6048 1.5682 2.3546 0.5 0.0 -0.5
H -1.8745 -1.1381 0.3731 0.1 -0.8 0.3
H 0.9359 -1.9135 -0.7070 0.0 0.5 0.2
H 0.2575 -4.0562 -0.9366 -0.4 -0.2 -0.8
H -1.5392 -3.5101 -0.9869 0.4 -0.5 -0.5
H -0.6990 -3.9792 0.4486 0.0 0.7 0.2
H 1.6871 0.8575 1.2026 0.2 -1.0 0.1
H 1.5017 0.1151 -0.4580 0.3 0.1 0.2
H 0.3127 2.6867 0.5383 0.8 0.6 0.8
H 2.0731 2.6499 -0.0338 0.0 0.3 0.3
H 1.0113 3.0438 -2.2383 0.1 0.5 0.3
H -0.6131 2.7962 -1.5400 0.2 0.4 0.4
H 0.3940 1.4896 -1.9327 -0.1 -0.1 -0.4
```
Positions in Å, forces in eV/Å.